Computed, not measured: a cluster of 2 separate species, C5H7NO in total, with ωB97M-V with the def2-TZVPD basis set.

Last column: natural (NBO) charge in e.
Positions of all 14 atoms, in Å:
O1 -0.465 -0.836 1.705  -0.5183
C1 0.418 -0.120 1.309  0.6211
C2 1.860 0.059 1.092  -0.5347
C3 0.825 1.149 0.699  -0.5354
H1 2.504 0.252 1.948  0.2404
H2 2.334 -0.504 0.292  0.2419
H3 0.617 1.285 -0.357  0.2495
H4 0.783 2.064 1.285  0.2399
C4 -0.925 -0.332 -2.085  -0.6987
C5 -1.789 -0.664 -1.152  0.4318
N1 -2.638 -0.981 -0.330  -0.6282
H5 -0.887 0.689 -2.446  0.2395
H6 -0.352 -1.100 -2.592  0.2439
H7 -2.286 -0.960 0.632  0.4075

The LUMO energy comes out at 0.80 eV. The calculation puts the gap between HOMO and LUMO at 9.82 eV. Its net charge is 0. For the energy above the lowest of the compared OMol25 structures with the same formula, charge and spin, the calculation gives 323.0 kJ/mol. The calculation puts the electronic energy at -8832.8547 eV. Its HOMO energy is -9.02 eV.